ClFOS | ωB97M-V/def2-TZVPD

Properties
molar mass: 102.52 g/mol
net charge: 0
Kohn-Sham gap: 0.3984 Eh
energy above the lowest of the compared OMol25 structures with the same formula, charge and spin: 11.2 kcal/mol
F_max: 0.116 hartree/bohr
highest occupied orbital energy: -11.648 eV
energy: -28121.71901 eV

Structure (XYZ):
```
4
Properties=species:S:1:pos:R:3:nbo_charge:R:1
O -0.3839 -1.0901 1.0840 -0.80
F -0.2898 1.4246 0.2124 -0.50
S 0.5031 -0.0536 0.3620 1.49
Cl 0.1706 -0.2809 -1.6585 -0.20
```

ClH14O11 | ωB97M-V/def2-TZVPD

Properties
molar mass: 225.55 g/mol
net charge: -1
Kohn-Sham gap: 0.3476 Eh
energy above the lowest of the compared OMol25 structures with the same formula, charge and spin: 28.2 kcal/mol
F_max: 0.078 hartree/bohr
highest occupied orbital energy: -6.603 eV
energy: -35266.87629 eV

Structure (XYZ):
```
26
Properties=species:S:1:pos:R:3:nbo_charge:R:1
Cl 0.1320 -0.4954 1.4387 2.38
O -0.3220 -1.9294 1.6487 -0.81
O 1.3770 -0.1504 2.2677 -0.82
O 0.4290 -0.3084 -0.0533 -0.85
O -0.9730 0.4636 1.8407 -0.84
O -3.7880 0.6206 1.6157 -0.95
H -2.8530 0.5446 1.6407 0.49
H -3.9720 1.5036 1.9957 0.46
O -1.3790 0.4876 -1.7473 -0.96
H -0.8760 1.3056 -1.8643 0.46
H -0.8850 0.1116 -0.9943 0.47
O -1.0010 -3.4164 -0.6203 -0.94
H -0.7630 -3.0864 0.2717 0.49
H -0.2310 -3.8904 -0.8653 0.44
O 3.1380 1.4706 0.7857 -0.96
H 3.7570 0.7496 0.9647 0.46
H 2.4550 1.2416 1.4737 0.49
O 1.8080 1.0416 -2.0753 -0.97
H 1.7870 0.8486 -1.1243 0.48
H 1.9920 0.1786 -2.4133 0.47
O 0.8520 -1.6404 -2.3873 -0.93
H 1.2550 -2.4724 -2.5443 0.44
H 0.8410 -1.6694 -1.4053 0.49
O -1.3000 2.8456 0.6217 -0.95
H -0.5630 3.4006 0.2997 0.46
H -0.9180 2.2446 1.2297 0.48
```

ClH14O7 | ωB97M-V/def2-TZVPD

Properties
molar mass: 161.56 g/mol
net charge: -1
Kohn-Sham gap: 0.3092 Eh
energy above the lowest of the compared OMol25 structures with the same formula, charge and spin: 32.1 kcal/mol
F_max: 0.014 hartree/bohr
highest occupied orbital energy: -5.349 eV
energy: -27085.14974 eV

Structure (XYZ):
```
22
Properties=species:S:1:pos:R:3:nbo_charge:R:1
Cl -0.6597 0.8536 -0.4701 -0.99
O -3.3759 -2.0812 1.3641 -0.95
H -2.7928 -1.4898 0.8881 0.49
H -4.2441 -1.9056 1.0012 0.46
O 3.6119 1.9601 0.1556 -0.95
H 2.7482 1.5837 -0.0132 0.49
H 4.2277 1.2831 -0.1251 0.46
O -2.0675 -2.2061 -3.0610 -0.95
H -1.7975 -1.3822 -2.6555 0.49
H -1.6178 -2.2165 -3.9059 0.45
O -1.4098 4.7958 0.2617 -0.96
H -1.2235 4.8575 1.1986 0.46
H -1.3175 3.8647 0.0595 0.50
O -0.1532 -0.0023 3.7029 -0.95
H 0.6901 0.2009 4.1077 0.46
H -0.0214 0.1753 2.7716 0.49
O 1.6573 -2.5355 1.1822 -0.94
H 1.9263 -2.6898 2.0878 0.46
H 1.0029 -1.8395 1.2415 0.48
O 1.9876 -0.3825 -3.1876 -0.95
H 1.5595 -0.9138 -3.8588 0.45
H 1.2693 0.0700 -2.7454 0.50
```

ClH16O8 | ωB97M-V/def2-TZVPD

Properties
molar mass: 179.57 g/mol
net charge: -1
Kohn-Sham gap: 0.3006 Eh
energy above the lowest of the compared OMol25 structures with the same formula, charge and spin: 37.9 kcal/mol
F_max: 0.013 hartree/bohr
highest occupied orbital energy: -5.394 eV
energy: -29165.06241 eV

Structure (XYZ):
```
25
Properties=species:S:1:pos:R:3:nbo_charge:R:1
Cl 0.4666 -0.1575 -0.3962 -1.00
O 0.7617 -4.1633 -2.3989 -0.95
H 0.9498 -3.2710 -2.1079 0.49
H -0.0839 -4.0978 -2.8426 0.46
O 2.3878 -2.9967 1.8410 -0.95
H 2.8513 -2.7438 2.6394 0.45
H 2.2052 -2.1685 1.3970 0.49
O -0.3500 0.8834 4.0879 -0.94
H -0.6306 0.3623 3.3356 0.48
H -0.4984 0.3141 4.8429 0.46
O -1.3365 3.8831 0.1803 -0.95
H -1.5435 2.9863 0.4433 0.48
H -0.4013 3.9766 0.3619 0.47
O -3.1545 -3.2095 1.3416 -0.95
H -2.6668 -3.4463 2.1304 0.46
H -2.5966 -2.5712 0.8971 0.48
O -3.7592 0.5119 -0.4120 -0.95
H -2.8079 0.5276 -0.5172 0.49
H -4.0720 -0.0286 -1.1375 0.46
O 3.8558 2.2528 -1.3735 -0.96
H 3.1241 1.6364 -1.3424 0.49
H 3.9727 2.5326 -0.4656 0.46
O 0.9940 3.0073 -3.8747 -0.95
H 0.8702 2.2967 -3.2455 0.48
H 1.4618 3.6833 -3.3844 0.47
```

ClH18O9 | ωB97M-V/def2-TZVPD

Properties
molar mass: 197.59 g/mol
net charge: -1
Kohn-Sham gap: 0.2921 Eh
energy above the lowest of the compared OMol25 structures with the same formula, charge and spin: 38.0 kcal/mol
F_max: 0.011 hartree/bohr
highest occupied orbital energy: -5.461 eV
energy: -31245.10393 eV

Structure (XYZ):
```
28
Properties=species:S:1:pos:R:3:nbo_charge:R:1
Cl -0.2748 0.1494 0.0382 -1.00
O -4.4552 3.1254 0.6234 -0.94
H -3.7913 2.4382 0.6794 0.48
H -4.8507 3.0072 -0.2402 0.46
O 1.2339 2.3299 3.8597 -0.95
H 1.1081 3.2397 3.5904 0.46
H 0.9337 1.8143 3.1112 0.49
O 0.7023 1.9338 -3.7908 -0.96
H 0.6274 1.3407 -3.0432 0.49
H -0.1779 1.9594 -4.1659 0.47
O -2.0829 -2.6136 -3.0254 -0.96
H -1.9400 -1.9976 -2.3068 0.48
H -1.2239 -3.0072 -3.1785 0.47
O 0.5741 4.4977 -0.9759 -0.96
H 0.5809 3.6610 -0.5109 0.48
H 0.7440 4.2661 -1.8890 0.47
O 1.3478 -3.7404 -3.0331 -0.95
H 1.4621 -3.1007 -2.3303 0.48
H 1.8766 -4.4910 -2.7626 0.47
O 1.0755 -4.5898 2.2417 -0.94
H 1.9010 -4.6086 1.7574 0.46
H 0.6027 -3.8398 1.8808 0.48
O 4.0606 0.0118 1.1997 -0.95
H 3.1696 0.3445 1.0922 0.49
H 4.6193 0.7026 0.8435 0.46
O -2.9076 -0.7290 3.5723 -0.95
H -2.4446 -1.4236 4.0408 0.46
H -2.4707 -0.6805 2.7220 0.49
```

ClH20O14 | ωB97M-V/def2-TZVPD

Properties
molar mass: 279.60 g/mol
net charge: -1
Kohn-Sham gap: 0.3648 Eh
energy above the lowest of the compared OMol25 structures with the same formula, charge and spin: 33.7 kcal/mol
F_max: 0.090 hartree/bohr
highest occupied orbital energy: -7.155 eV
energy: -41507.26965 eV

Structure (XYZ):
```
35
Properties=species:S:1:pos:R:3:nbo_charge:R:1
Cl 0.7951 -0.8789 -0.8439 2.42
O 0.3111 -2.0219 -1.6979 -0.82
O 1.7391 -1.3199 0.2451 -0.85
O 1.5371 0.0511 -1.7179 -0.84
O -0.4259 -0.1629 -0.2799 -0.85
O -1.8129 -0.0269 -3.3289 -0.95
H -1.0169 -0.5349 -3.4359 0.47
H -2.3139 -0.5169 -2.6739 0.49
O -1.1759 -3.7889 -0.1319 -0.97
H -0.6029 -3.2369 -0.7239 0.49
H -0.9709 -3.5909 0.7581 0.45
O -2.4349 -1.4069 0.9541 -0.93
H -2.6639 -1.5689 1.9031 0.45
H -1.5269 -1.1159 1.0031 0.47
O 0.3611 2.2861 -2.9029 -0.96
H 1.0241 1.5981 -3.0609 0.48
H -0.3759 1.7771 -2.6369 0.49
O 2.6091 -2.4749 2.8981 -0.93
H 2.7291 -2.0869 2.0651 0.48
H 1.6791 -2.7679 2.8071 0.46
O 2.8081 1.3621 1.1011 -0.93
H 3.0991 1.9011 0.3981 0.46
H 2.2531 0.8251 0.6131 0.46
O 0.4411 3.0411 -0.3119 -0.96
H 0.6451 2.5061 -1.0299 0.49
H -0.2159 3.6581 -0.6409 0.47
O 0.3391 -0.2409 2.5071 -0.95
H 1.1151 0.0181 2.9711 0.49
H 0.5721 -0.9699 1.9681 0.47
O -0.9789 1.9571 1.7481 -1.01
H -0.4919 1.1171 1.7641 0.49
H -0.5429 2.4481 1.0751 0.48
O -2.4239 1.3031 -0.7399 -0.98
H -1.6339 0.7981 -0.4979 0.48
H -2.4509 2.0651 -0.1239 0.47
```

ClH22O15 | ωB97M-V/def2-TZVPD

Properties
molar mass: 297.61 g/mol
net charge: -1
Kohn-Sham gap: 0.3645 Eh
energy above the lowest of the compared OMol25 structures with the same formula, charge and spin: 27.2 kcal/mol
F_max: 0.068 hartree/bohr
highest occupied orbital energy: -7.333 eV
energy: -43587.32943 eV

Structure (XYZ):
```
38
Properties=species:S:1:pos:R:3:nbo_charge:R:1
Cl 11.6180 18.9120 -27.2310 2.43
O 11.2700 19.2910 -28.5890 -0.80
O 10.3830 18.6200 -26.3970 -0.83
O 12.5810 17.7580 -27.1340 -0.86
O 12.2370 20.1280 -26.6070 -0.88
O 11.0160 20.2730 -23.8800 -0.94
H 11.8540 19.8710 -23.7620 0.49
H 10.6400 20.5320 -23.0310 0.50
O 14.6920 19.7170 -25.2840 -0.96
H 14.0660 19.7980 -25.9800 0.49
H 14.1130 19.3690 -24.5810 0.48
O 9.8540 21.3000 -26.0570 -0.97
H 10.2260 20.8170 -25.2750 0.48
H 10.4810 21.0120 -26.7020 0.46
O 9.2540 17.8800 -23.4130 -0.96
H 9.6090 17.0350 -23.1480 0.47
H 9.8820 18.1660 -24.1090 0.49
O 8.9410 16.1900 -26.5740 -0.96
H 9.4240 17.0210 -26.5690 0.49
H 8.6130 16.0350 -27.4690 0.45
O 11.7710 16.6290 -24.9000 -0.98
H 11.6440 17.1620 -25.6840 0.47
H 12.5720 16.1460 -25.1370 0.48
O 13.8090 16.0500 -28.7020 -0.94
H 13.0780 15.6300 -28.3090 0.47
H 13.4990 16.9300 -28.7910 0.47
O 8.5410 18.3460 -29.9120 -0.94
H 9.0940 17.5420 -29.8010 0.46
H 9.1630 19.0370 -29.9190 0.48
O 15.5710 17.5110 -26.6230 -0.96
H 15.4040 18.3740 -26.3310 0.48
H 14.9340 17.4140 -27.2990 0.48
O 13.2330 21.9530 -24.2550 -0.97
H 12.3810 21.5220 -24.3000 0.48
H 13.7790 21.5090 -24.8890 0.47
O 14.3770 15.8620 -24.6320 -0.97
H 14.5220 16.3540 -25.4150 0.49
H 15.0290 16.1620 -24.0040 0.47
```

ClH24O16 | ωB97M-V/def2-TZVPD

Properties
molar mass: 315.63 g/mol
net charge: -1
Kohn-Sham gap: 0.3706 Eh
energy above the lowest of the compared OMol25 structures with the same formula, charge and spin: 25.8 kcal/mol
F_max: 0.061 hartree/bohr
highest occupied orbital energy: -7.637 eV
energy: -45667.78880 eV

Structure (XYZ):
```
41
Properties=species:S:1:pos:R:3:nbo_charge:R:1
Cl -0.1662 0.0530 -0.2614 2.46
O 0.0149 -1.3846 -0.0820 -0.79
O 1.1130 0.7255 -0.6508 -0.85
O -1.1876 0.3093 -1.3350 -0.86
O -0.6722 0.7353 0.9979 -0.85
O 0.3705 -2.9688 -2.2793 -0.95
H 0.2185 -2.6262 -1.3884 0.48
H 1.1482 -2.5048 -2.4867 0.46
O 2.6806 -2.0715 1.4667 -0.98
H 1.7696 -1.9603 1.7914 0.49
H 3.0431 -1.2388 1.1849 0.46
O -1.9547 -0.5054 -3.7491 -0.97
H -1.5839 -0.2419 -2.8981 0.49
H -2.7638 -0.9952 -3.6388 0.46
O 3.5831 0.3044 -1.3908 -0.98
H 2.7394 0.3426 -0.9140 0.49
H 3.6988 1.0848 -1.9015 0.48
O 1.9244 1.5080 -3.5335 -0.99
H 1.2355 2.0295 -3.1222 0.50
H 1.6202 0.6202 -3.6665 0.47
O -0.1848 2.7176 -2.1833 -0.99
H -0.6996 1.9424 -2.0039 0.48
H 0.2108 2.8665 -1.2978 0.50
O 0.8447 3.4385 0.2528 -0.94
H 1.4352 2.7714 0.5805 0.49
H 1.3251 4.2189 0.4720 0.47
O -3.4449 0.0345 0.6570 -0.95
H -4.3476 0.1921 0.9373 0.48
H -3.0863 0.8187 0.3202 0.49
O 0.1769 -2.2280 2.6342 -0.93
H 0.2549 -2.0287 3.5743 0.49
H 0.0830 -3.1928 2.6260 0.48
O -2.0444 0.2082 3.4305 -0.97
H -1.8360 0.1812 2.5033 0.49
H -2.7586 -0.4334 3.5531 0.47
O -2.6583 -2.2901 1.7887 -0.99
H -2.5743 -1.5142 1.2509 0.49
H -1.7904 -2.3269 2.3238 0.48
O 1.4106 1.4003 2.4168 -0.97
H 2.1963 0.9042 2.0933 0.46
H 0.6562 1.1045 1.9273 0.49
```

ClH2NO | ωB97M-V/def2-TZVPD

Properties
molar mass: 67.47 g/mol
net charge: 0
Kohn-Sham gap (alpha / beta): 0.1514 / 0.1546 Eh
energy above the lowest of the compared OMol25 structures with the same formula, charge and spin: 126.6 kcal/mol
F_max: 0.044 hartree/bohr
highest occupied orbital energy (alpha / beta): -8.599 / -8.657 eV
energy: -16084.14508 eV

Structure (XYZ):
```
5
Properties=species:S:1:pos:R:3:nbo_charge:R:1
N 0.0794 0.1960 -0.7538 -0.48
O -1.6107 0.3053 1.9594 -0.57
Cl -2.8468 -0.3790 2.7267 0.35
H 0.8470 0.9037 -0.6583 0.32
H -0.5564 0.0056 0.1437 0.38
```

ClH2NO | ωB97M-V/def2-TZVPD

Properties
molar mass: 67.47 g/mol
net charge: 0
Kohn-Sham gap: 0.3266 Eh
energy above the lowest of the compared OMol25 structures with the same formula, charge and spin: 12.7 kcal/mol
F_max: 0.044 hartree/bohr
highest occupied orbital energy: -10.412 eV
energy: -16089.08318 eV

Structure (XYZ):
```
5
Properties=species:S:1:pos:R:3:nbo_charge:R:1
N 0.8446 -0.2537 0.0353 -0.01
O 0.9076 -1.4344 0.0043 -0.18
Cl 3.3492 0.2164 -0.0254 -0.40
H 0.1184 0.1395 -0.6566 0.31
H 2.0735 0.1078 0.4403 0.27
```

Please write out number 3 again, unchanged.
ClH14O7 | ωB97M-V/def2-TZVPD

Properties
molar mass: 161.56 g/mol
net charge: -1
Kohn-Sham gap: 0.3092 Eh
energy above the lowest of the compared OMol25 structures with the same formula, charge and spin: 32.1 kcal/mol
F_max: 0.014 hartree/bohr
highest occupied orbital energy: -5.349 eV
energy: -27085.14974 eV

Structure (XYZ):
```
22
Properties=species:S:1:pos:R:3:nbo_charge:R:1
Cl -0.6597 0.8536 -0.4701 -0.99
O -3.3759 -2.0812 1.3641 -0.95
H -2.7928 -1.4898 0.8881 0.49
H -4.2441 -1.9056 1.0012 0.46
O 3.6119 1.9601 0.1556 -0.95
H 2.7482 1.5837 -0.0132 0.49
H 4.2277 1.2831 -0.1251 0.46
O -2.0675 -2.2061 -3.0610 -0.95
H -1.7975 -1.3822 -2.6555 0.49
H -1.6178 -2.2165 -3.9059 0.45
O -1.4098 4.7958 0.2617 -0.96
H -1.2235 4.8575 1.1986 0.46
H -1.3175 3.8647 0.0595 0.50
O -0.1532 -0.0023 3.7029 -0.95
H 0.6901 0.2009 4.1077 0.46
H -0.0214 0.1753 2.7716 0.49
O 1.6573 -2.5355 1.1822 -0.94
H 1.9263 -2.6898 2.0878 0.46
H 1.0029 -1.8395 1.2415 0.48
O 1.9876 -0.3825 -3.1876 -0.95
H 1.5595 -0.9138 -3.8588 0.45
H 1.2693 0.0700 -2.7454 0.50
```

Copy entry 8 word for word.
ClH24O16 | ωB97M-V/def2-TZVPD

Properties
molar mass: 315.63 g/mol
net charge: -1
Kohn-Sham gap: 0.3706 Eh
energy above the lowest of the compared OMol25 structures with the same formula, charge and spin: 25.8 kcal/mol
F_max: 0.061 hartree/bohr
highest occupied orbital energy: -7.637 eV
energy: -45667.78880 eV

Structure (XYZ):
```
41
Properties=species:S:1:pos:R:3:nbo_charge:R:1
Cl -0.1662 0.0530 -0.2614 2.46
O 0.0149 -1.3846 -0.0820 -0.79
O 1.1130 0.7255 -0.6508 -0.85
O -1.1876 0.3093 -1.3350 -0.86
O -0.6722 0.7353 0.9979 -0.85
O 0.3705 -2.9688 -2.2793 -0.95
H 0.2185 -2.6262 -1.3884 0.48
H 1.1482 -2.5048 -2.4867 0.46
O 2.6806 -2.0715 1.4667 -0.98
H 1.7696 -1.9603 1.7914 0.49
H 3.0431 -1.2388 1.1849 0.46
O -1.9547 -0.5054 -3.7491 -0.97
H -1.5839 -0.2419 -2.8981 0.49
H -2.7638 -0.9952 -3.6388 0.46
O 3.5831 0.3044 -1.3908 -0.98
H 2.7394 0.3426 -0.9140 0.49
H 3.6988 1.0848 -1.9015 0.48
O 1.9244 1.5080 -3.5335 -0.99
H 1.2355 2.0295 -3.1222 0.50
H 1.6202 0.6202 -3.6665 0.47
O -0.1848 2.7176 -2.1833 -0.99
H -0.6996 1.9424 -2.0039 0.48
H 0.2108 2.8665 -1.2978 0.50
O 0.8447 3.4385 0.2528 -0.94
H 1.4352 2.7714 0.5805 0.49
H 1.3251 4.2189 0.4720 0.47
O -3.4449 0.0345 0.6570 -0.95
H -4.3476 0.1921 0.9373 0.48
H -3.0863 0.8187 0.3202 0.49
O 0.1769 -2.2280 2.6342 -0.93
H 0.2549 -2.0287 3.5743 0.49
H 0.0830 -3.1928 2.6260 0.48
O -2.0444 0.2082 3.4305 -0.97
H -1.8360 0.1812 2.5033 0.49
H -2.7586 -0.4334 3.5531 0.47
O -2.6583 -2.2901 1.7887 -0.99
H -2.5743 -1.5142 1.2509 0.49
H -1.7904 -2.3269 2.3238 0.48
O 1.4106 1.4003 2.4168 -0.97
H 2.1963 0.9042 2.0933 0.46
H 0.6562 1.1045 1.9273 0.49
```